Here is 14 unconnected molecules or ions with the total composition C42H84O26 at a distorted geometry from OMol25. Energies are from the ωB97M-V functional and the def2-TZVPD basis.

Last column: Löwdin charge in e.
CARTESIAN COORDINATES (ANGSTROEM)
1 C -0.66 1.75 1.27  -0.0186
2 O -0.67 0.60 0.46  -0.0033
3 C -0.11 0.48 -0.69  -0.6045
4 O 0.36 1.35 -1.40  0.1244
5 O -0.16 -0.85 -0.94  -0.0037
6 C 0.58 -1.42 -1.99  -0.0662
7 H 0.06 2.50 0.94  0.0893
8 H -0.35 1.60 2.31  0.0753
9 H -1.64 2.22 1.19  0.0811
10 H -0.03 -1.47 -2.89  0.0614
11 H 0.86 -2.46 -1.83  0.0742
12 H 1.53 -0.93 -2.19  0.0706
13 C -6.17 2.06 1.40  -0.0552
14 O -5.10 1.12 1.48  -0.0516
15 C -5.12 0.12 0.56  -0.5059
16 O -6.08 -0.16 -0.19  0.0984
17 O -3.88 -0.48 0.64  -0.0263
18 C -3.60 -1.50 -0.27  -0.0702
19 H -7.00 1.76 2.03  0.1015
20 H -6.46 2.36 0.39  0.1046
21 H -5.84 3.01 1.81  0.0775
22 H -3.06 -2.32 0.20  0.0773
23 H -2.98 -1.07 -1.06  0.0871
24 H -4.52 -1.89 -0.71  0.0949
25 C 1.78 -5.30 -2.71  0.0028
26 O 2.71 -5.55 -3.83  -0.0508
27 C 3.75 -6.45 -3.66  -0.5107
28 O 4.05 -7.05 -2.59  0.0770
29 O 4.44 -6.45 -4.79  -0.0077
30 C 5.59 -7.27 -4.98  -0.0354
31 H 2.28 -4.60 -2.04  0.0767
32 H 1.56 -6.26 -2.23  0.0956
33 H 0.87 -4.78 -3.03  0.0500
34 H 5.94 -7.09 -6.00  0.0967
35 H 5.37 -8.32 -4.80  0.0983
36 H 6.43 -7.09 -4.32  0.0954
37 C 3.71 0.81 -0.31  -0.0464
38 O 3.31 -0.46 -0.81  -0.0307
39 C 3.31 -1.60 -0.01  -0.4864
40 O 2.84 -2.68 -0.40  0.0972
41 O 4.07 -1.37 1.09  -0.0355
42 C 4.26 -2.35 2.15  -0.0072
43 H 4.67 0.85 0.22  0.1011
44 H 3.03 1.44 0.25  0.0808
45 H 3.89 1.33 -1.25  0.0679
46 H 3.34 -2.69 2.64  0.0732
47 H 4.81 -1.84 2.94  0.0865
48 H 4.84 -3.21 1.81  0.1014
49 C -3.27 4.43 2.93  -0.0608
50 O -2.54 5.54 2.51  -0.0050
51 C -1.19 5.50 2.31  -0.4669
52 O -0.45 4.50 2.50  0.0610
53 O -0.75 6.75 1.98  0.0058
54 C 0.64 7.03 2.03  -0.0431
55 H -4.19 4.85 3.35  0.1074
56 H -2.76 3.73 3.59  0.0702
57 H -3.47 3.90 2.00  0.0725
58 H 1.28 6.38 1.43  0.0826
59 H 0.96 6.89 3.06  0.0937
60 H 0.84 8.08 1.80  0.1037
61 C 2.81 3.97 2.33  -0.0666
62 O 3.57 3.57 3.40  0.0154
63 C 3.64 2.28 3.74  -0.5422
64 O 3.22 1.31 3.07  0.0831
65 O 4.23 2.22 4.94  0.0078
66 C 4.48 0.96 5.55  -0.0344
67 H 1.92 3.35 2.23  0.0686
68 H 3.26 3.77 1.36  0.1024
69 H 2.57 5.03 2.41  0.0826
70 H 3.68 0.61 6.21  0.0945
71 H 5.39 1.07 6.13  0.0995
72 H 4.67 0.10 4.91  0.0835
73 C 0.16 2.41 4.98  -0.0097
74 C 0.42 2.77 6.41  -0.4644
75 O -0.30 2.27 7.25  0.0453
76 C 1.19 4.01 6.76  -0.0030
77 H 0.66 3.13 4.34  0.0669
78 H -0.89 2.35 4.71  0.0670
79 H 0.63 1.43 4.84  0.0754
80 H 1.29 4.17 7.83  0.0902
81 H 0.78 4.95 6.40  0.0949
82 H 2.20 3.98 6.33  0.0799
83 C -3.75 1.31 7.15  0.0853
84 C -3.73 1.19 5.62  -0.2659
85 O -4.32 2.08 5.01  0.3385
86 C -3.00 0.07 4.87  0.0793
87 H -3.81 0.34 7.63  0.1260
88 H -4.41 2.10 7.53  0.1123
89 H -2.80 1.79 7.36  0.1001
90 H -2.51 0.44 3.97  0.1025
91 H -3.80 -0.63 4.60  0.1308
92 H -2.33 -0.43 5.56  0.1050
93 C 0.95 -1.25 3.27  -0.0109
94 C -0.38 -1.95 3.32  -0.4219
95 O -0.92 -2.31 4.41  0.0036
96 C -0.99 -2.30 1.97  -0.0027
97 H 1.67 -1.80 3.88  0.0926
98 H 0.88 -0.21 3.60  0.0518
99 H 1.33 -1.14 2.26  0.0758
100 H -0.12 -2.78 1.53  0.1000
101 H -1.44 -1.48 1.42  0.0572
102 H -1.84 -2.99 2.08  0.0891
103 C -2.21 4.05 -2.68  -0.0069
104 C -2.73 3.81 -1.30  -0.4881
105 O -2.76 4.69 -0.49  0.1094
106 C -3.30 2.43 -1.04  -0.0007
107 H -2.35 5.07 -3.05  0.0895
108 H -2.89 3.53 -3.35  0.0550
109 H -1.16 3.79 -2.78  0.0973
110 H -4.27 2.31 -1.53  0.0973
111 H -3.61 2.49 0.01  0.0540
112 H -2.58 1.63 -1.14  0.0886
113 C -4.34 -1.04 -3.46  -0.0164
114 C -3.09 -0.36 -3.87  -0.4730
115 O -2.03 -0.97 -3.80  0.0511
116 C -3.21 1.09 -4.25  -0.0211
117 H -4.60 -0.48 -2.56  0.0697
118 H -4.11 -2.08 -3.24  0.0794
119 H -5.18 -1.09 -4.14  0.1023
120 H -2.23 1.55 -4.20  0.0829
121 H -4.00 1.59 -3.68  0.0683
122 H -3.45 1.15 -5.31  0.0989
123 C -1.80 -4.25 -2.90  -0.0275
124 C -2.69 -5.07 -2.03  -0.4573
125 O -3.46 -4.52 -1.26  0.0468
126 C -2.52 -6.60 -2.00  -0.0145
127 H -2.35 -3.53 -3.51  0.0759
128 H -1.33 -4.92 -3.61  0.0697
129 H -1.00 -3.80 -2.32  0.0775
130 H -2.61 -6.97 -3.02  0.0793
131 H -3.32 -7.03 -1.41  0.0770
132 H -1.59 -7.05 -1.65  0.0795
133 C 4.45 1.19 -5.91  -0.0164
134 C 4.29 1.75 -4.47  -0.4568
135 O 5.17 2.40 -3.96  0.0725
136 C 3.01 1.36 -3.72  -0.0224
137 H 5.44 1.38 -6.33  0.0771
138 H 3.72 1.59 -6.61  0.0778
139 H 4.32 0.10 -5.91  0.0572
140 H 2.96 0.30 -3.45  0.0624
141 H 2.20 1.68 -4.37  0.0915
142 H 2.95 1.91 -2.78  0.0592
143 C 2.01 -1.75 -5.36  -0.0303
144 C 1.26 -3.01 -5.68  -0.4238
145 O 0.14 -3.26 -5.11  0.0073
146 C 1.91 -3.89 -6.72  -0.0113
147 H 2.90 -1.96 -4.77  0.0978
148 H 1.35 -1.09 -4.79  0.0703
149 H 2.27 -1.27 -6.30  0.0820
150 H 2.56 -3.34 -7.40  0.0881
151 H 1.20 -4.61 -7.11  0.0940
152 H 2.50 -4.59 -6.13  0.0718

Computed properties:
- E: -98138.6520 eV
- Charge: +1
- Strongest force on any atom: 4.45 eV/A
- LUMO energy (alpha / beta): -4.557 / -8.392 eV
- Multiplicity: 2
- HOMO energy (alpha / beta): -10.9 / -10.9 eV
- HOMO-LUMO gap (alpha / beta): 6.32 / 2.49 eV